# 1
Computed, not measured: a gas-phase ion, C2H8O3PS (charge +1) in a non-equilibrium geometry, with ωB97M-V/def2-TZVPD.

Positions of all 15 atoms, in Å:
S -2.336 1.430 -0.600
H -1.452 0.634 -1.297
O 0.742 2.289 0.642
H -1.790 1.407 1.770
O 1.821 0.323 -0.381
C -1.711 0.680 0.934
H 3.598 -0.546 -1.086
O -0.453 0.211 0.626
P 1.126 0.762 0.999
C 2.614 -0.808 -0.618
H 2.589 -1.533 0.223
H 1.430 2.860 0.520
H 2.009 -1.317 -1.460
H -2.348 -0.140 1.344
H -1.553 2.524 -0.789

For the gap between HOMO and LUMO, the calculation gives 9.240 eV. The total charge is +1. For the HOMO energy, the calculation gives -13.363 eV. The value obtained for the energy relative to the best compared isomer or geometry (same formula, charge and spin) is 196.2 kJ/mol.

=====

# 2
Computed, not measured: 2 unconnected molecules or ions with the total composition C3H7N3OS in a non-equilibrium geometry, with ωB97M-V/def2-TZVPD.

Positions of all 15 atoms, in Å:
S 0.246 0.807 -0.835
N 1.214 -1.748 -0.294
H -1.895 -0.159 -0.510
H -0.335 1.150 3.218
H 1.024 -2.988 -1.408
C 1.062 -0.861 -1.482
H 0.904 0.949 1.928
N -1.069 0.208 0.107
H -0.302 2.531 1.975
C -1.116 0.287 1.431
N -2.109 -0.018 2.228
C -0.065 1.313 2.206
H 0.284 -1.847 0.048
H -2.576 -0.771 1.479
O 1.679 -0.663 -2.573

For the gap between HOMO and LUMO, the calculation gives 7.919 eV. The total charge is 0. For the HOMO energy, the calculation gives -9.269 eV. The value obtained for the energy relative to the best compared isomer or geometry (same formula, charge and spin) is 629.6 kJ/mol.

=====

# 3
Computed, not measured: a gas-phase ion, C5H8N (charge +1) in a non-equilibrium geometry, with ωB97M-V/def2-TZVPD.

Positions of all 14 atoms, in Å:
H 3.895 -0.066 -0.466
C -1.545 -0.603 -0.293
C -2.446 0.385 0.203
H -1.944 -1.556 -0.514
C 0.759 0.473 -0.170
H -3.492 0.373 -0.327
H 0.365 -1.355 -1.009
H 0.759 1.458 0.306
C -0.180 -0.563 -0.421
N 1.924 -0.002 -0.047
H 3.470 -0.147 1.376
H -1.992 1.357 -0.165
H -2.661 0.239 1.237
C 3.088 0.007 0.291

For the gap between HOMO and LUMO, the calculation gives 8.725 eV. The total charge is +1. For the HOMO energy, the calculation gives -14.170 eV. The value obtained for the energy relative to the best compared isomer or geometry (same formula, charge and spin) is 323.4 kJ/mol. The structure (SMILES) is C=[N+]=C/C=C\C.

=====

# 4
Computed, not measured: 2 unconnected molecules or ions with the total composition C4H8Cl2 in a non-equilibrium geometry, with ωB97M-V/def2-TZVPD.

Positions of all 14 atoms, in Å:
Cl -2.336 0.266 -0.048
H -0.074 1.908 1.586
C -0.417 -1.608 0.118
C 0.504 1.004 1.600
H -0.231 -0.088 -2.292
C -0.660 -0.163 -0.189
H 0.315 0.327 2.409
Cl 1.308 -1.917 0.440
C 0.052 0.421 -1.367
H 1.490 1.028 1.188
H 1.125 0.306 -1.238
H -0.176 1.477 -1.473
H -0.968 -1.936 0.996
H -0.677 -2.243 -0.734

For the gap between HOMO and LUMO (spin up / spin down), the calculation gives 8.584 / 8.574 eV. The total charge is 0. For the HOMO energy (spin up / spin down), the calculation gives -8.369 / -8.350 eV. The value obtained for the energy relative to the best compared isomer or geometry (same formula, charge and spin) is 288.5 kJ/mol.

=====

# 5
Computed, not measured: a single C5H12O molecule, with ωB97M-V/def2-TZVPD.

Positions of all 18 atoms, in Å:
H -2.874 -0.470 0.421
H -1.402 -0.912 1.305
H -0.839 2.178 -0.458
C -1.032 0.001 -0.639
H -0.199 -0.588 -1.025
H 2.420 -1.580 0.960
H -1.944 -1.899 -0.061
H 2.269 -1.110 -0.752
H -1.624 0.258 -1.522
H -0.739 1.328 1.075
H 1.457 2.221 0.376
C 1.079 1.286 -0.053
C -0.447 1.268 0.017
H 1.410 1.255 -1.107
O 1.694 0.271 0.722
H 0.839 -1.590 0.193
C -1.860 -0.870 0.309
C 1.793 -1.049 0.240

For the gap between HOMO and LUMO, the calculation gives 10.755 eV. The total charge is 0. For the HOMO energy, the calculation gives -9.617 eV. The value obtained for the energy relative to the best compared isomer or geometry (same formula, charge and spin) is 99.6 kJ/mol. The structure (SMILES) is CCCCOC.

=====

# 6
Computed, not measured: a gas-phase ion, C8H17N2S (charge +1) in a non-equilibrium geometry, with ωB97M-V/def2-TZVPD.

Positions of all 28 atoms, in Å:
N -2.032 0.369 -0.172
C 2.365 0.229 1.288
C 1.596 0.281 0.005
H -1.113 -2.437 1.357
N 1.297 1.707 -0.373
C -1.884 0.637 -1.668
H 3.234 0.893 1.157
C 0.344 -0.594 0.309
H 2.888 0.368 -1.637
C -1.837 -1.822 0.814
H -2.273 -0.236 -2.303
H -2.986 0.066 -0.007
S -0.226 2.381 0.375
H 2.783 -0.636 1.641
H 2.770 -1.136 -0.987
H -2.164 -2.364 -0.125
H -0.880 0.934 -1.653
C -1.989 1.694 0.666
C -1.048 -0.598 0.279
H -0.574 2.981 -0.791
C 2.237 -0.291 -1.174
H 1.934 2.441 -0.017
H 0.806 -1.380 0.835
H 1.857 0.697 2.137
H -2.743 -1.616 1.505
H -1.989 1.710 1.787
H 1.460 -0.560 -1.882
H -2.594 1.320 -2.031

For the gap between HOMO and LUMO, the calculation gives 8.401 eV. The total charge is +1. For the HOMO energy, the calculation gives -12.366 eV. The value obtained for the energy relative to the best compared isomer or geometry (same formula, charge and spin) is 606.4 kJ/mol.

=====

# 7
Computed, not measured: a molecular structure, C6H24FHfN12O6 in a non-equilibrium geometry, with ωB97M-V/def2-TZVPD.

Positions of all 50 atoms, in Å:
H 17.082 12.967 -17.974
H 11.862 16.103 -16.707
H 19.125 11.953 -6.683
H 18.085 16.290 -15.057
N 12.030 15.202 -16.283
H 15.860 9.369 -18.856
N 16.053 16.860 -8.763
H 19.453 8.335 -10.641
H 13.051 16.935 -15.122
H 18.979 16.886 -16.351
H 18.724 14.973 -14.125
H 18.994 13.550 -9.458
H 21.265 6.652 -12.812
N 16.103 18.852 -8.159
N 18.970 12.467 -7.539
F 16.449 12.598 -11.896
H 20.881 7.443 -11.199
N 18.868 15.703 -14.808
N 13.265 16.033 -14.721
H 15.702 18.522 -7.293
H 13.868 15.945 -13.916
N 19.957 16.794 -16.116
H 11.253 14.557 -16.312
N 20.405 6.981 -13.228
C 20.101 16.033 -15.124
N 19.766 13.862 -8.887
N 16.509 12.359 -18.541
Hf 14.296 9.804 -12.697
H 18.138 12.311 -8.090
C 12.706 14.954 -15.170
C 16.139 11.204 -18.079
H 20.454 14.508 -9.246
C 19.946 13.267 -7.777
H 16.562 12.500 -19.540
H 15.958 10.752 -20.008
H 16.296 16.063 -9.334
H 20.640 17.110 -16.790
O 18.540 8.142 -12.899
H 16.152 16.701 -7.771
C 19.575 7.685 -12.532
O 12.846 13.874 -14.601
N 20.029 7.955 -11.378
O 15.991 10.850 -16.887
O 20.851 13.514 -6.963
O 21.054 15.506 -14.638
O 16.292 18.282 -10.398
H 20.273 6.840 -14.219
C 16.287 18.092 -9.163
N 15.909 10.352 -19.082
H 15.968 19.824 -8.399

For the gap between HOMO and LUMO, the calculation gives 1.570 eV. The total charge is +3. For the HOMO energy, the calculation gives -16.117 eV. The value obtained for the energy relative to the best compared isomer or geometry (same formula, charge and spin) is 1733.7 kJ/mol.